[1]
A structure of composition C58H39N4Os in a non-equilibrium geometry. Source: OMol25; level of theory: wB97M-V/def2-TZVPD.

LUMO energy (alpha / beta) in Eh: -0.169 / -0.174
Multiplicity: 1
Orbital gap (alpha / beta) in eV: 4.677 / 4.504
Net charge: +1

Geometry (Å):
C -4.46 2.65 -4.72
C -2.88 -4.84 -0.08
C 3.22 4.13 -3.69
C -3.24 0.75 4.90
N 0.27 -0.13 1.85
H 0.93 5.25 -2.88
H 5.53 -1.68 1.30
C 3.25 -3.31 2.78
H 4.71 1.73 -2.33
C 0.41 4.39 -2.48
H 3.73 -0.13 1.76
C 4.41 4.54 -1.64
H -4.44 2.24 -5.72
C 0.48 -0.82 -0.67
H -4.70 0.68 2.03
C -1.15 2.92 -1.83
H -4.96 1.62 -0.48
H -6.24 4.77 -2.78
H -0.47 -2.80 1.12
H -4.51 4.10 -1.14
H -2.77 1.72 4.98
H 4.68 -0.81 -1.68
H 2.40 3.65 -4.22
C -4.79 -0.88 5.75
C 1.83 -1.42 -0.33
C 1.73 -4.22 1.19
H 1.03 -4.11 0.38
C -3.48 2.29 -3.81
C 2.85 1.86 -1.07
C -0.67 -1.36 -1.13
H -2.69 1.60 -4.09
H -5.54 -1.17 6.48
H 3.77 -3.82 -1.91
H 1.57 -2.22 4.05
C 1.19 -1.04 2.19
H -0.65 -1.04 4.92
C 4.63 -1.80 0.70
H -1.66 4.66 -3.13
Os 0.20 1.02 0.12
C 2.37 3.09 -1.59
N -1.81 1.25 0.51
C 3.33 3.95 -2.31
H 5.97 6.02 -4.26
H 4.49 4.41 -0.57
C 2.15 -1.68 1.23
C 4.16 4.86 -4.39
C 2.93 -5.69 2.67
C -1.96 0.30 2.78
C -4.05 1.42 0.07
N 0.03 2.47 -1.28
C 5.22 5.45 -3.71
C -2.73 1.67 -0.42
C 2.01 -5.50 1.65
C -2.43 2.40 -1.57
H 1.62 -2.83 -2.01
C 3.49 -0.87 1.00
C -1.16 -3.24 0.41
C 4.02 1.23 -1.67
N 2.22 1.02 -0.26
H 3.74 -2.46 3.25
H -3.50 -5.67 0.23
C -2.52 0.83 1.59
C -2.27 -3.19 -1.72
H 4.22 -4.71 4.08
C -1.94 -4.31 0.79
C 1.00 3.34 -1.71
C -3.92 0.94 1.33
H 3.18 -6.69 3.00
C 2.37 -3.11 1.73
C 4.61 -2.75 -0.24
C 5.34 5.29 -2.34
H 4.08 4.97 -5.46
C -0.64 -0.10 2.90
H -1.82 -4.73 1.79
C -4.46 -1.73 4.71
C 3.53 -3.06 -1.18
H 5.50 -3.36 -0.35
C 2.31 -2.52 -1.24
C 3.99 -0.06 -1.35
C -1.31 -2.65 -0.85
H -4.94 -2.70 4.63
C -2.92 -0.10 3.85
C -5.45 3.55 -4.35
C -4.18 0.36 5.85
H 1.52 -6.35 1.19
H -4.43 1.03 6.66
C 2.92 -0.27 -0.32
C -0.91 4.10 -2.60
C -0.16 -0.90 3.97
H -2.40 -2.74 -2.70
C 0.97 -1.50 3.52
H -6.20 3.84 -5.06
C -4.51 3.69 -2.14
H -3.77 -4.68 -2.03
C -5.47 4.07 -3.06
H -1.33 -0.68 -1.67
H 6.17 5.74 -1.81
C -3.52 -1.35 3.77
C 3.53 -4.58 3.26
H -3.26 -2.01 2.95
C -3.50 2.80 -2.51
C -3.03 -4.27 -1.34


[2]
A structure of composition C7H11NO2 in a non-equilibrium geometry. Source: OMol25; level of theory: wB97M-V/def2-TZVPD.

LUMO energy in Eh: 0.030
Multiplicity: 1
Orbital gap in eV: 9.140
Net charge: 0
ΔE to the lowest compared entry with this formula, charge and spin in kJ/mol: 369.0

Geometry (Å):
C -0.68 0.20 -0.11
C -2.83 0.73 0.11
C 1.02 -0.83 0.31
C -0.84 1.43 -0.60
H 0.79 -1.82 -1.67
O 1.80 1.36 0.86
H 2.04 -2.41 -0.53
H 1.11 -0.40 2.15
C 2.06 0.24 0.01
O 0.84 -1.14 1.63
H -3.81 0.58 0.05
H 0.09 2.00 -0.85
H 0.14 -2.75 -0.28
N -1.92 -0.30 0.24
C 1.02 -2.01 -0.57
H -2.15 -1.19 0.66
C -2.20 1.79 -0.50
H -2.47 2.77 -0.68
H 3.10 0.00 0.10
H 2.06 0.38 -1.15
H 0.82 1.37 0.81


[3]
The molecule C21H27N5O3S in a non-equilibrium geometry. Source: OMol25; level of theory: wB97M-V/def2-TZVPD.

SMILES: CCCCNC(=O)c1onc(CSc2nc3ccccc3[nH]2)c1C(=O)NCCCC
LUMO energy in Eh: 0.012
Multiplicity: 1
Orbital gap in eV: 8.923
Net charge: 0
ΔE to the lowest compared entry with this formula, charge and spin in kJ/mol: 64.2

Geometry (Å):
H 1.43 -0.38 2.74
H 3.85 -5.14 0.07
C 3.89 -4.11 -0.29
N 3.85 1.66 -0.27
H -8.50 -0.88 2.40
C 4.32 2.22 2.15
C -0.87 0.04 -1.09
H 4.35 2.36 4.28
C -4.88 0.39 0.86
C -1.70 1.14 -0.99
O -1.22 2.12 -1.76
N -0.12 1.70 -2.40
H -7.25 -1.97 1.80
C 1.23 -0.31 -2.61
H 4.87 -3.70 -0.07
H -0.67 -3.51 0.64
N 0.16 -1.72 0.09
H 0.97 -1.07 0.11
S 2.81 0.60 -2.53
H -6.81 -0.57 2.77
H 4.49 2.24 -0.78
H 2.87 -2.25 0.02
O -2.05 -1.89 -0.38
N 2.22 0.18 0.08
H 0.51 -2.85 1.80
H -6.06 0.28 -0.92
N -3.64 0.33 0.13
C -6.02 -0.23 0.04
C -0.99 -1.28 -0.42
H 1.35 -4.85 0.50
O -3.25 2.57 0.11
H 3.75 -4.12 -1.37
H -4.76 -0.15 1.80
H -8.15 -0.43 0.03
H -7.56 0.95 0.96
H 1.24 -3.89 -0.98
C 0.30 -3.00 0.74
H 5.11 2.93 1.99
H 2.97 -3.26 1.46
C 2.65 0.65 1.30
C 2.94 0.81 -0.81
C 0.12 0.47 -2.02
C 2.86 0.96 3.63
C 2.23 0.33 2.58
H -5.08 1.44 1.07
H -3.29 -0.59 -0.14
H -5.80 -1.28 -0.14
C 3.69 1.59 1.10
C 3.89 1.89 3.42
H 1.36 -1.27 -2.11
C -2.94 1.43 -0.19
H 1.07 -0.47 -3.68
C 1.41 -3.83 0.10
C 2.80 -3.27 0.38
H 2.56 0.74 4.65
C -7.48 -0.93 2.00
C -7.38 -0.10 0.73


[4]
A structure of composition C9H24IIrO2P2 in a non-equilibrium geometry. Source: OMol25; level of theory: wB97M-V/def2-TZVPD.

LUMO energy (alpha / beta) in Eh: -0.375 / -0.545
Multiplicity: 6
Orbital gap (alpha / beta) in eV: 7.572 / 5.931
Net charge: +3
ΔE to the lowest compared entry with this formula, charge and spin in kJ/mol: 0.0

Geometry (Å):
H -1.68 -1.95 2.53
H -1.26 1.32 -5.50
H -1.42 3.16 0.08
H 3.18 1.79 0.06
H -0.52 3.03 -1.45
H 2.69 3.47 -0.27
C -2.50 -1.91 -0.58
H -0.52 -4.26 -0.56
H -1.76 -0.39 -5.61
C -0.42 3.22 -0.37
Ir 0.68 -0.27 0.56
C 1.04 2.71 2.10
H -0.08 4.26 -0.24
H 1.88 2.25 2.64
C 1.30 -0.51 3.51
H -2.95 -2.92 -0.52
C -1.77 0.51 -4.98
H -1.71 -3.57 1.76
H 0.92 0.20 4.25
H -3.18 -1.21 -0.09
H 1.27 -1.50 4.00
O 0.32 -0.55 2.49
H -2.79 0.80 -4.74
H 2.33 -0.23 3.21
C 2.40 2.42 -0.40
H 0.13 2.59 2.70
C 1.77 -0.70 -0.86
P 0.78 2.06 0.40
H 1.03 -3.45 -0.15
H 2.38 2.19 -1.48
I -0.78 0.15 -3.14
O 2.33 -0.89 -1.87
P -0.87 -1.99 0.22
H -0.18 -2.92 2.40
H 1.26 3.78 1.99
C -1.13 -2.66 1.90
C 0.05 -3.32 -0.64
H 0.20 -3.07 -1.69
H -2.40 -1.62 -1.64


[5]
A cluster of 2 separate species, C3H6N2O in total in a non-equilibrium geometry. Source: OMol25; level of theory: wB97M-V/def2-TZVPD.

SMILES: CNC=O.C#N
LUMO energy in Eh: 0.020
Multiplicity: 1
Orbital gap in eV: 9.733
Net charge: 0
ΔE to the lowest compared entry with this formula, charge and spin in kJ/mol: 311.9

Geometry (Å):
H -1.29 -0.10 1.54
C 1.20 0.46 0.85
O 1.67 0.24 1.94
C -1.20 -0.01 0.47
H 1.31 -0.45 -1.97
H 0.47 -1.36 0.47
H 1.50 1.35 0.25
N -0.81 0.11 -2.09
C 0.28 -0.20 -1.80
N 0.27 -0.39 0.22
H -1.94 -0.66 -0.03
H -1.46 1.01 0.15


[6]
The molecule C5H6N2S in a non-equilibrium geometry. Source: OMol25; level of theory: wB97M-V/def2-TZVPD.

SMILES: C=CN/C=C\SC#N
LUMO energy in Eh: 0.020
Multiplicity: 1
Orbital gap in eV: 8.988
Net charge: 0
ΔE to the lowest compared entry with this formula, charge and spin in kJ/mol: 283.5

Geometry (Å):
H -2.80 -1.04 -2.04
C 1.69 0.80 -0.14
H -2.39 -0.73 0.53
C 0.57 0.11 -0.55
N 1.71 -0.63 3.22
H -1.20 -0.23 -2.18
C -1.74 -0.45 -0.28
C 1.86 0.25 2.51
H -0.41 0.42 1.22
H 0.77 -0.25 -1.50
N -0.53 0.07 0.17
S 1.79 1.60 1.47
C -1.91 -0.73 -1.56
H 2.60 0.81 -0.87


[7]
A cluster of 4 separate species, C24H22ClF24N3O4S in total. Source: OMol25; level of theory: wB97M-V/def2-TZVPD.

SMILES: C[C@H](Cl)C[C@@](C#N)(OC#N)[C@](C)(S)C#N.FC(F)C(F)(F)COC(F)(F)C(F)F.FC(F)C(F)(F)COC(F)(F)C(F)F.FC(F)C(F)(F)COC(F)(F)C(F)F
LUMO energy in Eh: 0.010
Multiplicity: 1
Orbital gap in eV: 10.038
Net charge: 0

Geometry (Å):
C -1.25 1.50 0.30
C -0.38 0.78 -2.07
C -2.45 -0.83 -2.60
H 7.41 1.73 -0.95
H -1.43 -0.15 4.73
H -3.97 -0.40 5.28
H -0.95 2.54 0.47
F 6.81 4.65 2.25
O 8.10 3.10 0.31
O -0.39 -5.73 -3.45
F -0.09 -3.64 -2.86
C -1.66 0.91 4.62
H 7.31 3.35 -1.60
H -5.33 3.73 6.84
H -0.02 -5.14 -0.83
H -3.81 0.84 -2.88
F -0.74 1.47 3.80
H -0.78 -0.39 -3.79
F -3.70 -6.51 -2.93
F 3.56 3.68 -0.21
H -2.54 -1.86 -2.92
C 0.07 -0.60 -0.03
F -3.26 2.38 3.67
C -0.12 0.77 -0.50
F -4.01 -8.58 -3.57
H -4.93 0.18 3.93
C 0.90 1.01 -2.80
F -1.63 -3.98 -0.62
F -1.74 -6.14 -1.03
C 8.13 4.80 2.01
F -1.60 1.51 5.81
N -0.36 4.10 -2.75
H -3.89 -7.05 -4.85
F -3.42 3.53 6.30
C -3.44 -7.40 -3.91
N 0.23 -1.67 0.33
C -0.95 -0.49 -2.71
F -1.42 -8.21 -2.99
F -2.12 -4.31 -3.24
F 5.26 5.03 0.01
H 1.22 2.79 -0.54
F 5.56 2.38 1.00
F -2.97 0.39 2.80
C -1.94 -7.62 -4.08
C -1.09 -6.41 -4.48
F -1.84 -8.50 -5.13
C 4.82 3.93 -0.63
C -0.78 3.05 -2.60
H -4.19 -0.56 -3.85
C 8.46 4.39 0.57
H -0.35 -1.34 -2.39
F 5.14 1.70 -1.04
F 9.81 4.45 0.47
C 5.69 2.71 -0.30
C -3.05 1.08 3.98
F 8.45 6.11 2.17
F -3.78 0.85 7.30
Cl -3.07 -0.84 -0.92
F -4.11 3.29 8.36
H 4.80 4.11 -1.70
C -3.36 0.05 -3.47
H -2.82 0.49 -4.31
H -1.65 -5.72 -5.11
C -0.93 -4.71 -2.74
H 8.70 4.20 2.71
N 1.81 1.10 -3.48
H -2.20 1.48 -0.22
F -5.88 1.38 7.52
C -4.25 0.50 4.73
C -4.45 3.13 7.06
C 7.17 2.76 -0.70
C -4.76 1.64 6.82
F 7.96 5.25 -0.33
O -5.03 1.39 5.50
H -0.30 -6.83 -5.11
C -1.02 -5.02 -1.24
O -1.29 1.88 -2.38
S 1.49 1.56 -0.07
H -1.35 1.00 1.25


[8]
A structure of composition C9H7N3OS2Sc in a non-equilibrium geometry. Source: OMol25; level of theory: wB97M-V/def2-TZVPD.

LUMO energy (alpha / beta) in Eh: -0.019 / -0.019
Multiplicity: 2
Orbital gap (alpha / beta) in eV: 6.001 / 7.751
Net charge: 0
ΔE to the lowest compared entry with this formula, charge and spin in kJ/mol: 28.3

Geometry (Å):
C 1.84 0.30 -3.42
C 0.81 0.97 -2.81
H 3.22 -1.35 -3.29
H 2.20 0.63 -4.39
H -2.57 -1.11 4.78
C -2.20 3.44 0.78
H 2.40 -2.08 -1.09
N -0.54 -1.09 2.36
S -2.78 0.49 2.65
C 1.96 -1.22 -1.58
C -1.56 -0.71 3.06
C 2.42 -0.81 -2.81
H 0.34 1.83 -3.27
H 0.97 -1.93 0.75
C 0.32 0.57 -1.56
S -2.96 4.79 0.71
Sc -1.41 1.39 0.73
N -1.73 -1.30 4.26
O -0.68 1.24 -1.01
H -1.12 -2.04 4.54
C 0.51 -1.02 0.38
N -0.34 -0.44 1.16
C 0.92 -0.54 -0.92


[9]
A structure of composition C16H37N3O12V2 in a non-equilibrium geometry. Source: OMol25; level of theory: wB97M-V/def2-TZVPD.

LUMO energy (alpha / beta) in Eh: -0.050 / -0.042
Multiplicity: 3
Orbital gap (alpha / beta) in eV: 7.701 / 7.913
Net charge: 0

Geometry (Å):
H 2.04 2.46 2.26
H -4.37 -0.66 -0.33
H -2.37 1.13 2.13
C 0.45 -2.03 3.74
C 2.80 2.47 -3.39
H -4.14 1.35 0.44
C 1.22 -0.69 3.74
H 1.23 3.95 1.63
H 3.41 -1.14 6.17
H 0.66 -3.81 2.41
O -0.20 -3.70 -0.47
H 0.00 1.33 2.58
O 0.17 -1.56 0.06
O 0.53 2.23 0.85
H -1.62 2.65 -4.37
H 0.29 3.77 -3.63
V 1.14 -4.02 -2.09
H -0.48 1.49 -1.03
H -2.11 2.40 -2.76
H 0.60 1.24 -3.76
O 2.38 0.29 -0.65
C -1.45 1.97 -3.53
C -3.42 1.18 -0.38
C 0.55 3.14 -2.76
O 0.24 -4.90 -3.00
O -2.91 -0.62 -1.85
H -2.33 2.83 0.12
H 0.09 3.67 -1.92
H -3.84 1.64 -1.27
H -4.38 -2.11 -2.09
H -2.96 -2.02 -3.28
H -1.41 -2.58 2.91
O -0.09 -2.17 -1.93
V 1.39 -0.58 -1.44
H 2.66 1.40 -3.21
O 2.70 -1.15 -3.10
H 0.67 0.07 4.31
C 3.05 -2.33 -2.75
C -0.43 2.01 1.85
H 3.83 2.68 -3.11
H 2.04 -2.13 5.86
O 2.49 -0.82 4.38
H 2.40 3.11 0.64
H 0.29 -2.45 4.73
H 2.60 2.69 -4.44
H 1.79 -2.49 2.02
H -1.97 1.05 -3.78
H -0.59 -1.58 2.09
C 1.24 -2.98 2.81
H -1.37 0.22 1.18
C -3.31 -1.94 -2.26
H -0.72 2.91 2.42
H -2.79 -0.80 0.31
O 1.93 3.20 -2.54
H 1.92 -0.30 6.32
C 2.39 -1.10 5.76
O 2.72 -2.48 -1.54
C -0.04 1.76 -3.04
C -1.63 1.27 1.31
C -3.33 -0.35 -0.53
H -2.74 -2.67 -1.68
N -0.84 -1.76 3.07
H 1.28 -0.41 2.69
O 2.73 -3.39 -3.42
N -2.19 1.83 0.11
N -0.14 0.93 -1.83
C 1.62 2.96 1.38
H 2.01 -3.49 3.42
C -0.36 -2.44 -0.67
H -1.01 0.37 -1.87